Record 1
Entry from the Open Molecules 2025 dataset: an isolated ion of composition C16H14BCl4O6 and charge -1 (ωB97M-V/def2-TZVPD).

```
41
Properties=species:S:1:pos:R:3
Cl -5.3210 -0.0402 2.1315
C -4.4134 -0.4988 0.7433
C -3.0633 -0.0431 0.5385
Cl -2.5260 1.0178 1.7939
C -2.2390 -0.3635 -0.5997
O -0.9725 -0.1023 -0.9008
C -3.0329 -1.3428 -1.4484
O -2.3496 -2.3037 -1.9705
C -4.5006 -1.3192 -1.5010
Cl -5.3025 -2.1535 -2.7350
C -5.1746 -1.0103 -0.3263
Cl -6.9158 -1.0353 -0.2720
C 2.6191 -3.2628 -1.5718
C 1.4418 -2.6494 -0.9892
C 0.3899 -3.3340 -0.3030
C -0.4456 -2.3583 0.1823
C 0.0167 -1.0320 -0.2361
B 1.0303 0.4269 0.4068
O 1.3309 0.8602 -0.8938
C 1.9270 2.1594 -0.8319
C 1.9704 2.4583 0.7207
C 2.5329 3.8073 1.0757
C 2.7072 1.2941 1.4987
O 2.1517 0.0065 1.1734
C 0.5192 2.4222 1.2525
O 0.0108 1.1115 1.1780
O 1.1200 -1.3116 -1.0901
H 2.3203 -4.3067 -1.7609
H 2.9209 -2.8236 -2.5259
H 3.5283 -3.3509 -0.9177
H 0.1491 -4.3965 -0.2662
H -1.3211 -2.5767 0.8048
H 2.8832 2.1913 -1.4410
H 1.3340 2.9617 -1.3319
H 2.3715 3.8347 2.1692
H 3.5784 3.9213 0.7293
H 1.9487 4.6218 0.6452
H 3.7956 1.2601 1.3183
H 2.5038 1.4580 2.5788
H 0.5501 2.6594 2.3253
H -0.0740 3.1426 0.6470
```

Computed properties:
**HOMO-LUMO gap**: 5.528 eV
**2S+1**: 1
**Electronic energy**: -2935.1193 Ha
**Net charge**: -1


Record 2
Entry from the Open Molecules 2025 dataset: C16H14BClO2Pt as an isolated structure (ωB97M-V/def2-TZVPD).

```
35
Properties=species:S:1:pos:R:3
C -2.1191 -1.4958 -1.4887
C -1.6625 -1.6650 -2.8275
C -1.4423 -0.4012 -3.4047
H -1.5466 -2.6234 -3.3207
C -1.7790 0.6305 -2.4365
C -2.2957 -0.0661 -1.2434
H -2.8099 0.4029 -0.4105
H -2.4304 -2.2661 -0.7917
H -1.1693 -0.1981 -4.4342
H -1.8149 1.7091 -2.5798
Pt -0.1715 -0.0574 -1.1177
Cl 0.2864 -2.1305 0.6816
C 2.1143 -0.5390 -1.1858
C 1.6832 0.7424 -1.7699
C 1.3441 0.4500 -3.1663
H 1.8045 1.7076 -1.2807
C 1.6717 -0.9016 -3.4277
C 2.1343 -1.5095 -2.2395
H 2.5135 -2.5205 -2.1290
H 2.5311 -0.6439 -0.1946
H 1.0538 1.2010 -3.8927
H 1.6809 -1.3698 -4.4066
O -1.2209 -0.1048 1.7872
B -0.0385 -0.2897 0.9657
O 1.0349 0.5311 1.4725
C 0.5405 1.1001 2.6021
C 1.2981 1.6580 3.6211
C 0.7720 1.5787 4.9131
C -0.4747 0.9947 5.1445
C -1.2920 0.5507 4.1082
C -0.7904 0.6442 2.8234
H 2.2918 2.0562 3.4316
H 1.3666 1.9299 5.7625
H -0.8202 0.8423 6.1612
H -2.2437 0.0530 4.2736
```

Computed properties:
**HOMO-LUMO gap (spin up / spin down)**: 5.098 / 5.225 eV
**2S+1**: 5
**Electronic energy**: -1372.7640 Ha


Record 3
Entry from the Open Molecules 2025 dataset: C16H14BF5N6OV as an isolated structure (ωB97M-V/def2-TZVPD).

```
44
Properties=species:S:1:pos:R:3
H 1.5103 3.7668 -0.2244
N 1.3881 1.9742 -1.3743
B 0.2440 0.5010 -3.3694
N 0.8133 1.7802 -2.6750
C 0.8874 2.9453 -3.3537
V 2.4923 0.8258 -0.1521
H 0.7106 2.9718 -4.4251
C 1.2472 3.9418 -2.4522
H 1.3615 4.9749 -2.7115
C 1.4503 3.3342 -1.2125
H 0.4217 0.6098 -4.5784
C -2.0775 -2.4630 2.4311
H -1.8134 -3.0058 3.3516
H -1.1613 -2.0541 1.9850
H -2.5606 -3.1406 1.7095
N -1.3370 0.0822 -3.2414
N 1.3584 -0.4660 -2.8200
N -1.8013 -0.0241 -1.9302
N 1.9970 -0.5237 -1.5362
C -2.4000 -0.2045 -4.0511
C 1.9267 -1.3942 -3.6176
H -2.3178 -0.1552 -5.1225
H 1.7456 -1.3859 -4.6849
C -3.5132 -0.5417 -3.2620
C 2.7306 -2.2166 -2.8190
C -3.0461 -0.4259 -1.9203
C 2.6837 -1.7117 -1.5129
H -4.4978 -0.8096 -3.5656
H 3.2831 -3.0476 -3.1843
H -3.5480 -0.6163 -0.9733
H 2.9748 -2.1622 -0.5749
H -2.7145 -1.6615 2.6537
F 0.6168 0.4217 6.9818
C 0.7016 0.3525 5.6341
C 0.2677 1.4078 4.8134
F -0.3587 2.4663 5.3832
C 0.4978 1.3881 3.4482
F -0.0497 2.3830 2.7032
C 1.3018 0.3822 2.8025
O 1.8543 0.5534 1.6099
C 1.4601 -0.7919 3.6271
F 1.8149 -1.9823 3.0667
C 1.2393 -0.7737 4.9930
F 1.5765 -1.8496 5.7482
```

Computed properties:
**HOMO-LUMO gap (spin up / spin down)**: 7.824 / 7.807 eV
**2S+1**: 4
**Electronic energy**: -2490.0013 Ha


Energy relative to the best compared isomer or geometry (same formula, charge and spin)? In order: 157.91, 39.92, 261.46 kJ/mol.